Formula: C45H90Br2F5NO10
Source: OMol25
Level of theory: the ωB97M-V functional and the def2-TZVPD basis

Structure (XYZ):
```
153
Properties=species:S:1:pos:R:3:forces:R:3:mulliken_charge:R:1
C -1.591516 -3.960010 4.785611 7.7165 0.5332 -5.6996 -0.45
C -0.482107 -3.874538 3.890385 -6.4695 -0.1734 7.4629 -0.18
C 1.046714 -3.646187 3.361233 -0.7827 -0.5209 -1.2976 -0.47
C 1.211188 -2.377520 2.283368 1.7454 -1.1232 0.0788 0.10
C 0.702745 -0.947846 2.815071 0.3138 0.2295 1.7873 -0.92
C -0.127792 0.049316 1.853442 -2.1265 -0.5956 0.2097 1.14
F -1.123830 0.741918 2.761219 2.2158 -0.8918 -1.7669 -0.49
O 0.556778 0.989808 1.027844 -0.4465 -0.2310 2.5535 0.60
C 1.490470 1.952999 1.567694 1.2417 2.5023 -2.1284 -0.11
C 1.541606 3.062380 0.281669 0.2441 -1.2113 -0.6848 -0.42
O 2.634517 4.025683 0.416624 -0.4704 -1.2072 -1.1235 -0.38
C 3.620303 3.934748 -0.669385 1.2687 1.1017 -0.6522 -0.10
C 3.035671 4.400562 -2.150454 -0.1081 -0.5986 1.6371 -0.69
C 1.049971 2.902512 2.787375 -0.9737 -1.6764 3.2994 -0.78
C 1.336248 2.108934 4.353791 -1.2928 1.0761 1.5684 0.43
C 1.028468 3.129028 5.727627 1.6842 -4.0615 -5.2281 -0.83
O 0.070222 1.882184 5.243345 5.1829 3.2248 -1.1499 -0.38
C 2.980389 1.316209 1.497072 3.7381 0.0348 1.7153 0.29
Br 3.174628 -0.277866 0.227199 -0.5513 1.7696 1.1508 -0.23
C 4.239348 1.719475 2.127007 -3.9962 0.1845 -1.2995 -0.08
C 4.310122 3.010135 3.086822 1.9390 -0.3337 1.0237 -0.78
Br 5.982759 0.714486 1.793736 -2.0012 1.5024 0.5170 -0.19
C -1.119919 -0.717205 0.732260 2.2484 0.5529 -1.6924 -1.31
N -1.588677 0.286626 -0.302294 -1.3198 -0.8504 1.1764 1.17
C -1.729504 -0.330540 -1.685676 -0.3691 0.0247 -0.3908 -0.85
C -0.305964 -0.177629 -2.439932 0.5220 0.6340 -0.0564 0.16
C 0.393644 -1.490262 -3.067652 0.9495 -0.2506 -1.9269 1.08
C 0.890732 -1.071342 -4.609140 -0.3427 0.5996 0.8085 -1.00
C -0.502935 -2.837918 -3.224267 -0.4330 -0.2373 1.4147 -0.52
C 0.201074 -4.080627 -4.028631 -0.2507 -1.4092 0.4080 -0.62
C 1.306989 -4.930372 -3.127083 3.5996 1.1121 -0.0169 -0.53
C 2.750585 -4.592865 -2.996704 -2.7290 -1.1391 0.1803 0.68
C 3.696068 -5.574642 -2.027436 -0.6363 -0.0391 -1.5264 -1.05
C 3.541910 -3.366543 -3.746829 -0.5571 -0.6089 -0.1013 -0.28
C -2.725927 1.155233 0.098990 -1.7382 1.0165 0.0918 -0.68
C -2.509294 2.779900 -0.129977 -1.5002 -0.1038 -1.3923 0.07
C -1.767045 3.132194 -1.578366 -0.4450 -0.0393 1.4055 -0.55
F -1.909943 3.480272 1.030459 -0.6851 -1.4736 -2.2762 -0.32
C -2.185705 -1.767856 1.299224 -2.2347 -3.5850 0.9743 0.77
F -1.665126 -3.167589 1.040117 -1.4744 4.1479 0.8164 -0.30
F -2.526145 -1.755316 2.731080 1.1407 0.3200 -4.7058 -0.13
F -3.521579 -1.810527 0.586624 4.1971 0.6175 2.1136 -0.34
H -2.522434 -4.077756 5.523992 2.4779 0.2721 -2.4084 0.34
H 1.866214 -3.568675 4.192790 -2.0706 -0.0563 -1.1972 0.30
H 1.325435 -4.611722 2.716890 -0.6658 2.0719 1.4952 0.33
H 2.400504 -2.312288 2.165102 -2.6551 -0.1546 0.1110 -0.03
H 0.829871 -2.767691 1.258695 0.3450 1.0200 1.8570 0.13
H 1.668036 -0.393479 3.248486 -2.2307 -0.9716 -1.1693 -0.27
H 0.033989 -1.142887 3.785989 1.1731 0.5460 -2.3123 0.57
H 0.510744 3.610459 0.217127 1.9313 -1.1122 0.1472 0.22
H 1.763187 2.378333 -0.660809 -0.8098 1.4441 1.7718 0.08
H 4.139488 2.884289 -0.674672 -1.1714 1.7812 -0.1426 0.15
H 4.472269 4.728274 -0.412492 -1.9062 -1.7403 -0.2264 0.31
H 2.450311 5.421838 -1.950872 1.3099 -2.2811 -0.7145 0.20
H 3.963670 4.533304 -2.854252 -2.0377 -0.2487 1.2048 0.36
H 2.312492 3.541607 -2.508216 1.4488 2.0340 0.2729 0.12
H -0.126882 3.092599 2.824034 2.5706 -0.7315 -0.5184 0.37
H 1.540259 3.960822 2.860013 -0.4751 -2.3140 -0.6557 0.65
H 2.303422 1.312038 4.434852 -3.1718 2.0784 -0.1600 0.30
H 0.965027 4.072145 5.038259 -0.4724 -1.4328 2.4166 0.30
H 1.943627 2.772890 6.365645 -2.4054 1.2110 -0.6413 0.32
H 4.061041 2.666475 4.202874 0.3562 0.8608 -2.4611 0.22
H 3.711885 3.960679 2.776023 0.8588 -2.2356 0.2827 0.18
H 5.453184 3.353855 3.140959 -2.4947 -0.8006 -0.2037 0.37
H -0.324502 -1.357905 0.104235 -1.9285 1.0529 1.5438 -0.25
H -2.541030 0.236874 -2.353067 1.6992 -1.0821 1.8600 0.34
H -2.144014 -1.408349 -1.526866 0.9880 1.6819 -0.7298 0.38
H -0.423334 0.632067 -3.307258 0.1437 -1.7794 1.8106 0.26
H 0.454794 0.320116 -1.668071 -1.6712 -1.1258 -1.5578 -0.43
H 1.384212 -1.728938 -2.480603 -2.0709 0.2629 -0.9200 -0.49
H -0.095675 -0.890336 -5.251162 2.2102 -0.5061 1.1737 0.30
H 1.617533 -1.854855 -5.084733 -1.6001 1.5858 0.8323 0.06
H 1.451447 -0.042697 -4.510105 -0.9988 -1.9414 -0.3447 0.24
H -0.712409 -3.240544 -2.119615 0.3665 0.7181 -2.2965 0.05
H -1.590233 -2.603881 -3.658463 2.4813 -0.3756 0.6307 0.34
H 0.651836 -3.808813 -5.073977 -0.7833 -0.2822 2.1215 0.30
H -0.672743 -4.863628 -4.251108 1.8832 1.7183 0.4579 0.31
H 0.949900 -5.922767 -2.567385 0.7351 2.4818 -1.2837 0.20
H 4.822817 -5.529334 -2.401445 -2.4042 0.0798 1.0133 0.28
H 3.580472 -5.281105 -0.900715 0.3682 -0.6410 -2.1928 0.17
H 3.329838 -6.682487 -2.248312 0.7502 2.3236 0.8540 0.33
H 4.692105 -3.581786 -3.736074 -2.1946 0.3542 0.0836 0.30
H 3.204125 -3.340327 -4.887708 0.6958 0.2274 2.5316 -0.17
H 3.355220 -2.323660 -3.209124 0.3389 -2.2251 -1.2806 0.02
H -3.124408 1.026891 1.202756 1.1982 0.0660 -2.1237 0.20
H -3.656305 0.869081 -0.593284 1.8119 0.8278 1.4599 0.51
H -3.610539 3.227096 -0.245085 2.3929 -0.8598 0.6456 0.30
H -0.799500 2.479333 -1.654427 -1.7829 1.4610 -0.0685 -0.26
H -2.533118 2.892656 -2.450143 1.6578 0.3744 1.8875 0.37
H -1.571048 4.287684 -1.564849 -0.1222 -2.2939 -0.1834 0.33
C 0.025527 4.291046 -6.245594 -0.3705 0.0446 -0.2052 -0.84
C 1.460132 4.524985 -5.819721 -0.2749 -0.1785 -0.2598 0.05
O 2.014781 3.324121 -5.303265 0.2989 -0.4816 0.0074 -0.45
H -0.575670 3.944674 -5.398633 0.1046 0.0915 -0.0280 0.10
H -0.418185 5.208622 -6.642011 0.0860 -0.4145 0.0901 0.20
H -0.028414 3.512810 -7.013860 0.0772 0.0156 -0.0061 0.39
H 1.507557 5.287376 -5.036584 0.1094 -0.2924 -0.0271 0.07
H 2.070753 4.859150 -6.664094 -0.0796 0.2247 -0.0078 0.23
H 1.975769 2.655993 -6.009025 -0.0049 0.3493 0.4144 0.26
C -6.123893 -2.125754 3.860852 -0.0586 -0.0566 -0.1918 -0.89
C -6.264780 -1.852995 5.344071 0.0556 0.0977 -0.3002 -0.17
O -5.100266 -2.288501 6.030128 0.5753 0.0141 0.2628 -0.52
H -5.969986 -3.194407 3.679056 -0.0843 0.1202 0.0536 0.30
H -7.015532 -1.799848 3.317956 0.0848 -0.0213 0.0077 0.28
H -5.252091 -1.604390 3.452276 -0.1115 0.0323 0.0007 0.17
H -7.123849 -2.393133 5.752779 0.2202 0.0714 0.0822 0.25
H -6.406063 -0.784797 5.535084 -0.2206 0.0008 -0.0558 0.27
H -4.344309 -1.796794 5.665756 -0.3627 -0.2475 0.1327 0.29
C -6.351522 -0.915479 9.215551 -0.2779 -0.0265 -0.0433 -0.47
C -5.071145 -0.267079 9.699699 -0.0702 -0.2648 -0.2863 -0.27
O -4.057155 -1.249544 9.851432 0.3190 -0.1899 -0.1148 -0.52
H -6.686462 -1.681109 9.922926 0.0479 0.1691 -0.0056 0.27
H -7.144847 -0.172018 9.097770 0.0005 -0.0753 -0.0270 0.31
H -6.192686 -1.416789 8.255211 0.0091 0.1437 0.0426 -0.14
H -5.228495 0.213745 10.669668 0.1997 -0.1388 -0.0709 0.29
H -4.722689 0.490747 8.991340 -0.1469 0.1648 0.0313 0.24
H -3.918976 -1.664715 8.982781 -0.1179 0.1965 0.4393 0.30
C 0.586382 8.949330 -7.563444 0.0514 0.0968 -0.2285 -1.09
C -0.460707 8.156450 -6.809034 0.2714 0.2737 0.0954 -0.27
O 0.162844 7.140283 -6.037657 0.2403 0.3399 0.4303 -0.40
H 1.165460 8.293409 -8.221616 -0.1561 0.0608 0.0489 0.27
H 0.121573 9.734121 -8.166791 0.1046 -0.0197 0.0493 0.35
H 1.296262 9.411677 -6.869831 -0.1256 0.0630 -0.0337 0.34
H -1.154826 7.678217 -7.506375 0.1037 -0.1036 0.1964 0.30
H -1.035482 8.803125 -6.139008 -0.1244 0.0832 -0.1629 0.26
H 0.770832 7.575819 -5.415827 -0.3184 -0.2042 -0.3212 0.24
C -10.289459 -3.459061 3.661855 0.0057 -0.2470 0.0088 -0.95
C -10.809855 -2.249440 4.410315 0.1365 -0.0556 -0.3188 -0.26
O -9.803777 -1.249430 4.475309 0.2298 0.3301 -0.1408 -0.50
H -9.401192 -3.864979 4.156798 -0.1605 0.0447 0.0096 0.21
H -11.051727 -4.241295 3.606817 0.0920 0.0236 -0.0625 0.35
H -9.990413 -3.185950 2.644615 -0.1287 -0.0342 0.0264 0.32
H -11.086874 -2.521967 5.432950 0.1361 0.2034 -0.0912 0.28
H -11.690498 -1.829903 3.914385 -0.1482 -0.1524 0.0621 0.28
H -9.570839 -1.008247 3.562300 -0.1243 -0.1108 0.5109 0.28
C 7.745676 -3.084440 2.106410 0.2062 -0.0815 0.1445 -1.05
C 6.478462 -3.596611 1.453696 0.0716 0.3272 0.0145 -0.19
O 5.405377 -2.702577 1.709876 -0.2042 0.1112 -0.1077 -0.25
H 7.606494 -2.979698 3.187341 -0.0122 -0.0941 -0.1442 0.26
H 8.581754 -3.764875 1.922146 0.0025 0.1089 0.0218 0.37
H 8.006320 -2.093194 1.721324 0.0419 -0.1068 -0.0730 0.26
H 6.209452 -4.577296 1.857034 -0.1213 0.1827 -0.0495 0.31
H 6.605416 -3.691774 0.370960 0.1305 -0.1862 -0.0224 0.23
H 5.650526 -1.836916 1.340354 -0.2511 -0.3615 0.2187 0.01
C 6.238445 -2.809798 -6.842755 0.2023 -0.0741 0.1345 -0.98
C 4.971231 -3.321968 -7.495469 0.2014 0.2845 -0.0165 -0.27
O 3.898146 -2.427935 -7.239288 -0.2621 0.3388 -0.0937 -0.48
H 6.099263 -2.705055 -5.761824 -0.0151 -0.0952 -0.1402 0.21
H 7.074523 -3.490232 -7.027019 -0.0077 0.1085 0.0209 0.34
H 6.499089 -1.818552 -7.227841 0.0416 -0.1150 -0.0652 0.34
H 4.702221 -4.302653 -7.092131 -0.1474 0.1971 -0.0377 0.28
H 5.098185 -3.417131 -8.578205 0.1177 -0.1856 0.0047 0.32
H 4.143295 -1.562273 -7.608811 -0.1699 -0.4659 0.2265 0.28
```
Forces are in eV/Å.

Summary:
HOMO level: -0.3128 Ha